(one)
Below is a cluster of 40 separate species, H80O40 in total, with properties calculated with ωB97M-V with the def2-TZVPD basis set.

Calculated values
Spin multiplicity: 2
LUMO (spin up / spin down): 1.64 / 1.59 eV
Charge: -1

The geometry in XYZ format:
```
120
H80O40 ωB97M-V with the def2-TZVPD basis set
H 3.90265 0.38480 5.21265
H 3.11482 0.59256 3.88181
O 3.69306 0.00932 4.36441
H 2.69728 3.11280 3.88052
H 3.93237 3.70093 3.01895
O 3.20704 3.88038 3.62143
H -3.57198 0.11395 -3.95496
H -4.41967 1.39369 -4.35250
O -4.25558 0.44058 -4.52216
H -3.84122 -2.61989 -3.23496
H -5.20121 -1.96247 -3.90382
O -4.75123 -2.38115 -3.17517
H 4.12337 -1.24124 0.35422
H 3.59915 -1.55339 1.53515
O 3.24664 -1.10632 0.73141
H -2.01455 -0.15461 3.08812
O -1.63159 0.33146 2.34167
H 1.29872 -0.92519 2.69926
O 0.47378 -1.28865 3.05101
H 0.82135 1.31009 4.71250
H 1.46284 1.02382 3.33310
O 1.46431 1.64497 4.07321
H 4.71568 0.88347 -1.67665
H 5.51948 -0.44863 -1.53536
O 5.27095 0.37878 -1.08079
H 2.49766 2.07142 -2.44292
H 2.58348 1.11791 -3.70482
O 3.06175 1.44056 -2.89039
H -3.12091 -2.19161 -1.29120
H -2.17030 -1.95072 -0.19635
O -2.15820 -2.29421 -1.10443
H -1.80466 1.89157 1.24433
O -1.27513 2.48059 0.74068
H -0.92582 -3.60552 -2.70419
H -0.13167 -4.26224 -3.80940
O -0.02318 -3.70283 -3.03987
H -0.60700 4.22333 -2.59745
H -0.28252 3.61979 -1.30424
O -1.05165 3.97745 -1.77261
H -1.69464 -2.66593 -5.23679
H -3.09484 -3.20998 -5.23055
O -2.38145 -2.98499 -4.61244
H -5.69844 1.02590 2.07980
H -4.98380 2.52488 2.32331
O -5.03410 1.58633 2.45825
H -1.72802 3.50652 2.66333
H -2.12438 4.81903 3.11372
O -2.41121 3.90336 3.25188
H 2.83075 -0.97507 -3.22772
H 2.90039 -1.54237 -4.50989
O 2.38515 -1.69763 -3.69831
H 1.71411 0.42832 0.76088
O 1.36466 1.00624 1.46359
H -2.35071 6.18680 -0.22770
H -3.50453 5.77199 0.55543
O -2.58626 6.03693 0.69280
H -1.33008 -5.39458 -1.13239
O -2.18920 -5.02007 -0.98316
H -2.91990 2.16642 -2.64396
H -1.83659 2.41710 -3.62371
O -2.75693 2.17329 -3.60214
H 0.30072 -1.89271 -4.48011
H 0.72037 -2.22466 -5.90532
O -0.05729 -1.89603 -5.44218
H -3.48899 1.74744 4.31580
H -2.70869 2.99411 4.72526
O -3.56130 2.51884 4.90344
H 4.33661 1.39438 1.91319
H 5.61240 1.09794 2.73966
O 4.83732 1.66117 2.69194
H -4.29521 -2.05075 2.72613
H -2.93540 -2.49608 2.01951
O -3.48954 -1.75095 2.31044
H 3.04568 -3.03694 -0.71191
H 3.11009 -4.57941 -0.35870
O 3.53924 -3.72231 -0.24974
H -0.24786 3.04517 -5.29036
H 0.63565 2.40511 -4.35830
O 0.37594 3.30455 -4.57458
H 1.03553 0.32094 -1.70698
H 0.26365 1.34298 -0.86252
O 1.12646 1.18477 -1.29572
H 0.04022 5.44787 0.03945
H 0.33348 5.66179 1.61212
O 0.53105 5.92829 0.70917
H -0.84043 -0.63983 -2.48976
H -1.96653 -0.41075 -3.40439
O -1.24215 -1.02571 -3.28213
H 2.37106 -5.22587 1.88086
O 3.24026 -4.98609 2.24430
H 4.67080 -2.71870 2.95606
H 3.86928 -1.70815 3.91669
O 3.94198 -2.11487 3.03668
H 1.69272 1.84201 1.06785
H -1.12164 1.10301 2.63687
H -2.20245 -4.04687 -0.96905
H -0.19280 -0.62057 3.15894
H -1.85227 2.81225 0.05630
H 3.22199 -4.02492 2.05443
O -2.97074 -5.23161 1.50521
H -2.54049 -5.81761 0.87438
H -3.80808 -5.59724 1.77273
O 0.57474 3.52878 2.33159
H 1.50112 3.62821 2.57729
H 0.52553 2.78742 1.70819
O 0.68164 -5.29182 0.12683
H -0.02715 -5.47379 0.77021
H 1.02441 -4.42190 0.39324
O 0.55868 -1.71470 -0.97234
H 1.41958 -1.92920 -1.47921
H 0.03103 -2.33026 -1.51249
O 0.33348 -3.09163 1.40671
H 0.66552 -2.55323 2.15639
H 0.38885 -2.50919 0.63993
O 1.93851 3.76334 0.07525
H 2.35053 4.10678 0.87916
H 2.06201 4.61498 -0.35119
O -2.58208 0.28203 -0.05375
H -1.64164 0.13784 -0.09674
H -3.15362 0.07436 0.69079
```

(two)
Below is a cluster of 40 separate species, H80O40 in total, with properties calculated with ωB97M-V with the def2-TZVPD basis set.

Calculated values
Spin multiplicity: 2
LUMO (spin up / spin down): 1.65 / 1.66 eV
Charge: -1

The geometry in XYZ format:
```
120
H80O40 ωB97M-V with the def2-TZVPD basis set
H 3.05577 2.68275 -1.08970
H 3.99067 3.02233 0.02261
O 3.66886 2.25124 -0.47203
H -0.82062 5.66803 -1.98564
H -0.85130 5.45608 -3.49267
O -0.29619 5.31218 -2.72844
H -4.99865 2.64042 1.91912
H -4.55609 1.69852 0.81474
O -5.03559 1.71658 1.64569
H 5.09036 1.61826 -0.94678
H 6.59207 1.76316 -0.96319
O 5.92016 1.09205 -1.10824
H -0.35495 -2.07618 -3.63864
H 0.82673 -2.14310 -2.58882
O 0.09256 -1.62027 -2.93215
H -3.22172 -1.29431 0.51155
O -2.73725 -1.12861 -0.33160
H 0.51321 0.94290 2.55483
O 0.11271 1.25024 1.73074
H 2.57488 0.33855 -4.33367
H 2.52558 -0.90095 -5.30726
O 2.25085 0.00956 -5.20065
H -1.15194 2.29812 0.59164
H -1.67956 3.23462 1.59797
O -2.01567 2.55025 0.93680
H 0.60428 -1.02124 2.92393
H 1.69455 -0.55073 2.02227
O 1.17290 -1.34757 2.16501
H 4.78958 -0.35329 0.72901
H 3.95763 -1.42854 1.17935
O 4.25682 -0.55827 1.54395
H 4.28735 -1.88584 -1.65159
O 5.13435 -1.47725 -1.86922
H 1.26646 2.27192 -4.43099
H 1.26950 3.18096 -5.69138
O 1.63535 3.07792 -4.80514
H -0.27285 1.84972 6.29967
H -0.75922 0.51858 5.63660
O -1.02473 1.38644 5.91968
H -0.49816 -4.90550 4.21042
H 0.72795 -4.63434 3.51758
O -0.25993 -4.71962 3.29673
H -3.59776 -3.82084 3.29776
H -2.16564 -3.95592 2.60803
O -3.10718 -3.93402 2.46207
H 0.67798 -4.24798 -4.16469
H 1.15653 -4.65963 -2.90616
O 1.31710 -3.93221 -3.52403
H 5.05140 -1.99220 2.51107
H 5.79798 -2.95275 1.55624
O 5.49478 -2.86317 2.47382
H -3.18215 -4.43426 0.34737
O -2.87886 -4.22185 -0.54841
H 4.02936 4.10031 -2.49794
H 2.51057 4.00420 -3.14907
O 3.08945 4.01898 -2.37320
H -2.29858 4.70673 -1.07208
O -1.79693 4.87708 -0.24986
H 1.46676 -5.26393 0.20963
H 0.77872 -4.81508 -1.06916
O 1.48828 -5.35755 -0.73859
H -3.47911 -0.43953 2.60763
H -4.95328 0.06409 2.69797
O -4.15489 -0.15016 3.22765
H -5.52315 -1.15033 -1.84383
H -4.79091 -1.34085 -3.20177
O -5.14059 -1.78553 -2.43935
H -0.57042 -3.12364 0.75347
H 0.71459 -2.91028 1.56448
O 0.35047 -3.38721 0.76935
H 2.06924 -2.49904 -0.23872
H 2.05798 -0.88777 -0.51625
O 2.54928 -1.67888 -0.17479
H -4.06951 4.14069 -3.28019
H -4.23904 4.48885 -1.80362
O -3.71713 3.93567 -2.39678
H 0.81386 0.57485 0.14648
H 1.88901 1.43982 -0.43420
O 1.46256 0.57518 -0.58878
H -0.41733 -6.54897 -1.78398
H -1.27666 -5.28202 -1.52575
O -0.56250 -5.65250 -2.07749
H -2.04269 0.38002 -4.26996
H -2.46102 -0.68682 -3.16736
O -2.64781 0.20064 -3.52135
H 0.99315 -0.54640 5.13019
H -0.32514 -0.97096 4.35401
O 0.44524 -0.23471 4.39961
H -5.03677 -0.08899 -4.76928
O -5.26567 0.78190 -4.40339
H 3.23277 -3.66965 3.87863
H 1.99279 -2.53239 3.50310
O 2.33041 -3.38811 3.79922
H -2.91411 -3.28581 -0.77372
H -2.66695 -0.17880 -0.18783
H -1.34835 4.04438 -0.07694
H 0.77808 1.55460 1.10462
H 4.76755 -0.64868 -2.16954
H -4.34458 1.03652 -4.23082
O 0.47480 3.17972 -1.14841
H 0.76949 4.07849 -1.34111
H 0.75593 2.68060 -1.93006
O -1.69677 3.42341 3.91754
H -1.78070 3.68918 4.82852
H -1.87396 2.48772 3.87201
O 0.20020 1.19921 -3.09846
H 0.77416 0.54692 -2.64300
H -0.68040 0.81358 -3.08277
O 4.42441 2.28954 2.36346
H 3.97200 1.56915 1.86471
H 5.26725 2.06048 1.87626
O 1.46667 2.39928 3.24337
H 1.03956 3.17556 3.59793
H 2.42596 2.41703 3.09113
O -5.02865 1.74650 -1.85833
H -4.10509 1.99649 -1.82387
H -5.36375 1.65014 -2.75252
O -1.93284 -0.90561 4.76097
H -2.41377 -1.55671 4.24178
H -2.50241 -0.13152 4.58527
```

Most stable of them? (two).

(one)
Below is a cluster of 2 separate species, C2H8N2O in total, with properties calculated with ωB97M-V with the def2-TZVPD basis set.

Calculated values
LUMO: 0.89 eV
SMILES string: N/C=C/N.O

The geometry in XYZ format:
```
13
C2H8N2O ωB97M-V with the def2-TZVPD basis set
C -0.92207 0.85475 -1.13282
C -0.59991 0.13233 -2.20159
N -1.70896 -0.14990 -3.16008
N -0.00784 1.26624 -0.14094
H -1.91875 1.26280 -1.05575
H 0.32673 -0.31592 -2.51600
H -2.44640 -0.54573 -2.62025
H -2.02160 0.70113 -3.58129
H 0.85207 0.74619 -0.17971
H -0.44091 1.24360 0.77142
H 2.92082 -2.33932 5.71324
H 2.85319 -0.99408 5.18354
O 3.11362 -1.86210 4.92024
```

(two)
Below is a cluster of 2 separate species, C2H8N2O in total, with properties calculated with ωB97M-V with the def2-TZVPD basis set.

Calculated values
LUMO: 1.03 eV
SMILES string: [H]/N=C/NC.O

The geometry in XYZ format:
```
13
C2H8N2O ωB97M-V with the def2-TZVPD basis set
C 0.33647 1.70650 -1.48325
N 0.06208 0.63138 -0.55358
C -1.04302 0.35076 0.15314
N -1.03450 -0.54008 1.06435
H 0.73684 2.59470 -0.98304
H 1.06740 1.35486 -2.19996
H -0.55920 1.98524 -2.02471
H 0.89010 0.17581 -0.19896
H -1.95529 0.86270 -0.12935
H -1.92069 -0.61363 1.53901
H 1.79274 -2.49752 1.41668
H 0.57265 -1.56726 1.16938
O 1.41603 -1.87862 0.78361
```

(three)
Below is a cluster of 2 separate species, C2H8N2O in total, with properties calculated with ωB97M-V with the def2-TZVPD basis set.

Calculated values
LUMO: 0.81 eV
SMILES string: NC(N)=O.C

The geometry in XYZ format:
```
13
C2H8N2O ωB97M-V with the def2-TZVPD basis set
C 0.90182 -0.28600 -0.59189
C -2.15780 0.10405 0.77419
N 1.13303 1.05234 -0.70065
N 1.91079 -0.94015 0.03780
O 0.09156 -0.87281 -1.30915
H -1.07689 -0.10625 1.06601
H 1.54681 1.49054 0.10998
H 0.41433 1.53473 -1.22643
H 2.83945 -0.56184 -0.08117
H 1.86813 -1.94524 -0.07701
H -2.84619 0.00382 1.61437
H -2.46433 -0.59754 -0.00262
H -2.16072 1.12437 0.38656
```

Most stable of them? (three).

(one)
Below is the molecule C5H2O, with properties calculated with ωB97M-V with the def2-TZVPD basis set.

Calculated values
LUMO: -1.42 eV
SMILES string: O=CC=C1C#C1

The geometry in XYZ format:
```
8
C5H2O ωB97M-V with the def2-TZVPD basis set
O -1.21007 -1.42725 1.26520
C -0.70520 -0.40037 0.89289
C -0.40748 0.67060 -1.90536
C 0.62346 1.41562 -1.58159
C 0.78718 0.53276 -0.60439
C 0.70528 -0.31107 0.39839
H -1.24701 0.56455 0.86384
H 1.45383 -1.04485 0.67103
```

(two)
Below is the molecule C5H2O, with properties calculated with ωB97M-V with the def2-TZVPD basis set.

Calculated values
LUMO: -1.27 eV

The geometry in XYZ format:
```
8
C5H2O ωB97M-V with the def2-TZVPD basis set
O -1.31326 -1.31768 1.01340
C -0.84434 -0.24030 0.79450
C -0.70055 0.44646 -0.91834
C 0.28902 1.11472 -1.41967
C 0.92247 0.41239 -0.39933
C 0.98265 -0.24094 0.68420
H -1.04216 0.71215 1.30746
H 1.51262 -0.92975 1.31582
```

Most stable of them? (one).

(one)
Below is a structure of composition C2H4P2, with properties calculated with ωB97M-V with the def2-TZVPD basis set.

Calculated values
LUMO: -0.13 eV

The geometry in XYZ format:
```
8
C2H4P2 ωB97M-V with the def2-TZVPD basis set
C 0.57822 1.22138 -0.38005
C -0.01309 -0.96359 0.38299
P -0.97197 0.61976 0.31804
P 1.63536 -0.15535 -0.09429
H 0.95820 2.29522 -0.55799
H -0.01336 -1.38482 1.36216
H -0.31425 -1.92448 -0.20959
H -1.85911 0.29189 -0.82127
```

(two)
Below is a structure of composition C2H4P2, with properties calculated with ωB97M-V with the def2-TZVPD basis set.

Calculated values
LUMO: -0.25 eV

The geometry in XYZ format:
```
8
C2H4P2 ωB97M-V with the def2-TZVPD basis set
C 0.05614 -1.06323 0.22538
C -0.94706 1.05893 -0.15479
P -1.34091 -0.23465 0.82974
P 1.36918 -0.04670 0.48863
H -0.01881 -1.96363 -0.31269
H -1.34520 2.05451 -0.08513
H -0.31932 0.97499 -1.09064
H 2.54598 -0.78023 0.09950
```

(three)
Below is a structure of composition C2H4P2, with properties calculated with ωB97M-V with the def2-TZVPD basis set.

Calculated values
LUMO (spin up / spin down): -1.27 / -1.15 eV

The geometry in XYZ format:
```
8
C2H4P2 ωB97M-V with the def2-TZVPD basis set
C 0.21550 -0.53308 1.82697
C -0.08363 0.87178 -0.46350
P -0.38432 2.83607 -1.68723
P 0.23661 1.03952 1.19710
H 0.62059 -0.75517 2.90843
H -0.11773 -1.32137 1.24270
H 0.02998 0.04240 -1.22588
H -0.26429 2.11577 -2.96225
```

(four)
Below is the molecule C2H4P2, with properties calculated with ωB97M-V with the def2-TZVPD basis set.

Calculated values
LUMO: 0.01 eV
SMILES string: P[C@H]1C=P1

The geometry in XYZ format:
```
8
C2H4P2 ωB97M-V with the def2-TZVPD basis set
C 0.73688 0.88602 -0.41136
C 0.57509 -0.54738 -0.42949
P 1.74900 0.38284 0.74917
P -1.47803 -0.96117 0.27721
H 0.27684 1.81214 -0.77842
H 1.06864 -1.29075 -0.99089
H -1.80472 0.35568 -0.02301
H -1.12369 -0.63738 1.60680
```

Most stable of them? (one).